# 1
This record from OMol25 describes C31H29ClIrN4O3S5Se as an isolated structure in a non-equilibrium geometry. The level of theory is ωB97M-V/def2-TZVPD.

Positions of all 75 atoms, in Å:
Ir (-0.42, -0.37, -0.16)
C (1.02, -3.99, 2.02)
O (1.35, -3.22, 3.18)
C (0.54, -2.18, 3.55)
C (0.31, -2.04, 4.90)
C (-0.46, -0.99, 5.39)
C (-1.02, -0.11, 4.51)
C (-0.81, -0.20, 3.11)
C (-1.49, 0.78, 2.32)
N (-1.45, 0.87, 1.01)
N (-2.15, 1.89, 0.39)
C (-1.94, 1.83, -0.89)
O (-1.20, 0.93, -1.49)
C (-2.56, 2.84, -1.78)
C (-2.36, 2.74, -3.16)
C (-2.92, 3.67, -4.02)
C (-3.69, 4.71, -3.51)
C (-3.89, 4.81, -2.14)
C (-3.33, 3.88, -1.28)
C (0.03, -1.25, 2.61)
O (0.37, -1.42, 1.35)
H (1.43, -4.98, 2.20)
H (1.44, -3.55, 1.12)
H (-0.07, -4.06, 1.89)
H (0.75, -2.78, 5.56)
H (-0.64, -0.90, 6.45)
H (-1.66, 0.69, 4.87)
H (-2.12, 1.51, 2.83)
H (-1.75, 1.93, -3.54)
H (-2.76, 3.58, -5.08)
H (-4.13, 5.43, -4.18)
H (-4.49, 5.62, -1.74)
H (-3.48, 3.95, -0.21)
Cl (0.98, 2.14, -6.58)
C (1.11, 1.27, -5.07)
C (1.51, 1.94, -3.93)
C (1.59, 1.26, -2.73)
C (1.28, -0.10, -2.65)
C (1.28, -0.80, -1.34)
C (0.89, -0.75, -3.82)
C (0.80, -0.08, -5.03)
H (1.73, 3.00, -3.98)
H (1.87, 1.79, -1.83)
H (2.14, -0.53, -0.72)
H (1.25, -1.89, -1.47)
H (0.63, -1.80, -3.78)
H (0.46, -0.59, -5.92)
C (3.70, -0.88, 2.15)
N (3.18, 0.01, 3.17)
C (3.34, -0.19, 4.53)
C (2.70, 0.82, 5.15)
N (2.16, 1.63, 4.17)
C (1.35, 2.80, 4.41)
C (2.47, 1.14, 2.94)
Se (1.99, 1.83, 1.31)
H (4.79, -0.87, 2.15)
H (3.34, -0.52, 1.19)
H (3.33, -1.89, 2.31)
H (3.86, -1.05, 4.93)
H (2.56, 1.02, 6.20)
H (1.76, 3.35, 5.25)
H (0.32, 2.51, 4.61)
H (1.37, 3.41, 3.51)
C (0.17, -4.66, -1.93)
S (-1.47, -4.98, -2.60)
C (-1.89, -3.37, -3.18)
C (-2.14, -2.27, -2.38)
S (-2.01, -2.26, -0.66)
S (-2.65, -0.86, -3.23)
C (-2.58, -1.52, -4.83)
S (-2.99, -0.65, -6.20)
S (-2.08, -3.18, -4.88)
H (0.54, -5.61, -1.54)
H (0.09, -3.94, -1.12)
H (0.85, -4.30, -2.70)

The calculation puts the energy relative to the best compared isomer or geometry (same formula, charge and spin) at 0.2603 eV. The spin multiplicity is 5. As for the charge: -1. As for the expectation value of S²: 6.04. The value obtained for the orbital gap (spin up / spin down) is 0.1818 / 0.1600 Eh.

These are the Löwdin partial charges, in e, on atoms 1 to 6: atom 1 (Ir): 1.18, atom 2 (C): -0.07, atom 3 (O): -0.11, atom 4 (C): -0.25, atom 5 (C): -0.04, atom 6 (C): -0.11

---

# 2
This record from OMol25 describes C31H29IrN2O2PSSbSe4 as an isolated structure in a non-equilibrium geometry. The level of theory is ωB97M-V/def2-TZVPD.

Positions of all 72 atoms, in Å:
Ir (-0.05, -2.15, 0.30)
O (1.37, -2.96, 2.82)
N (0.54, -1.91, 2.43)
C (-0.20, -1.54, 3.44)
C (-1.15, -0.47, 3.54)
C (-1.40, 0.00, 4.85)
C (-2.25, 1.05, 5.09)
C (-2.92, 1.66, 4.04)
C (-2.72, 1.19, 2.75)
C (-1.84, 0.14, 2.48)
P (-1.66, -0.36, 0.74)
C (-1.38, 1.28, 0.00)
C (-2.26, 1.89, -0.89)
C (-1.92, 3.10, -1.48)
C (-0.72, 3.71, -1.19)
C (0.15, 3.11, -0.28)
C (-0.18, 1.91, 0.31)
C (-3.35, -0.80, 0.20)
C (-3.54, -1.01, -1.16)
C (-4.73, -1.53, -1.64)
C (-5.74, -1.86, -0.75)
C (-5.56, -1.65, 0.61)
C (-4.37, -1.13, 1.09)
H (2.09, -3.00, 2.17)
H (-0.02, -2.09, 4.37)
H (-0.88, -0.47, 5.67)
H (-2.40, 1.40, 6.10)
H (-3.60, 2.48, 4.22)
H (-3.25, 1.65, 1.93)
H (-3.21, 1.43, -1.12)
H (-2.61, 3.55, -2.18)
H (-0.45, 4.64, -1.66)
H (1.10, 3.59, -0.04)
H (0.48, 1.43, 1.02)
H (-2.75, -0.77, -1.86)
H (-4.85, -1.70, -2.70)
H (-6.67, -2.27, -1.12)
H (-6.35, -1.91, 1.31)
H (-4.23, -0.99, 2.15)
Se (3.30, -3.07, -3.79)
Sb (1.40, -3.95, -2.50)
Se (-0.48, -2.21, -2.19)
Se (1.95, -4.08, -0.04)
Se (0.36, -6.07, -3.18)
N (-1.55, -3.99, 0.87)
H (-1.03, -4.86, 0.71)
H (-2.37, -4.02, 0.27)
H (-1.87, -4.01, 1.84)
O (1.76, -0.63, -0.09)
S (2.97, -0.72, -0.98)
C (4.08, 0.52, -0.27)
C (5.45, 0.38, -0.42)
C (6.29, 1.30, 0.18)
C (5.76, 2.34, 0.93)
C (4.39, 2.47, 1.07)
C (3.55, 1.56, 0.46)
C (2.55, 0.27, -2.43)
C (1.27, 0.78, -2.54)
C (0.90, 1.46, -3.69)
C (1.83, 1.65, -4.70)
C (3.12, 1.15, -4.57)
C (3.48, 0.45, -3.43)
H (5.85, -0.45, -0.99)
H (7.36, 1.19, 0.08)
H (6.43, 3.03, 1.42)
H (3.98, 3.28, 1.66)
H (2.48, 1.64, 0.57)
H (0.56, 0.62, -1.75)
H (-0.10, 1.84, -3.78)
H (1.55, 2.17, -5.60)
H (3.84, 1.30, -5.35)
H (4.47, 0.04, -3.34)

The calculation puts the energy relative to the best compared isomer or geometry (same formula, charge and spin) at 2.5506 eV. The spin multiplicity is 1. As for the charge: 0. The value obtained for the orbital gap is 0.1738 Eh.

These are the Löwdin partial charges, in e, on atoms 1 to 6: atom 1 (Ir): 0.62, atom 2 (O): -0.11, atom 3 (N): -0.13, atom 4 (C): -0.08, atom 5 (C): -0.19, atom 6 (C): -0.02

---

# 3
This record from OMol25 describes C31H29MoN8OSSi as an isolated structure. The level of theory is ωB97M-V/def2-TZVPD.

Positions of all 72 atoms, in Å:
Mo (0.24, -0.49, 0.90)
C (4.41, -0.62, 2.58)
C (3.14, -1.02, 2.16)
N (2.32, -0.17, 1.56)
C (2.74, 1.11, 1.38)
C (4.01, 1.47, 1.80)
N (4.84, 0.62, 2.39)
C (1.77, 2.03, 0.75)
C (2.01, 3.35, 0.45)
C (0.99, 4.14, -0.10)
C (-0.26, 3.54, -0.34)
C (-0.45, 2.22, -0.04)
N (0.56, 1.48, 0.50)
C (-1.70, 1.45, -0.26)
C (-2.89, 2.00, -0.72)
N (-3.98, 1.27, -0.91)
C (-3.91, -0.02, -0.64)
C (-2.73, -0.61, -0.17)
N (-1.64, 0.13, 0.02)
C (1.22, 5.55, -0.43)
C (2.48, 5.99, -0.85)
C (2.65, 7.33, -1.16)
N (1.66, 8.20, -1.06)
C (0.46, 7.81, -0.66)
C (0.19, 6.48, -0.34)
H (5.07, -1.32, 3.07)
H (2.79, -2.03, 2.33)
H (4.38, 2.48, 1.67)
H (2.97, 3.80, 0.67)
H (-1.05, 4.12, -0.79)
H (-2.97, 3.06, -0.95)
H (-4.80, -0.62, -0.80)
H (-2.67, -1.66, 0.05)
H (3.31, 5.31, -0.97)
H (3.60, 7.70, -1.51)
H (-0.31, 8.57, -0.58)
H (-0.80, 6.22, 0.01)
S (1.13, -5.27, -3.57)
C (0.92, -4.11, -2.32)
C (0.45, -2.84, -2.71)
C (0.25, -1.87, -1.77)
N (0.51, -2.07, -0.44)
C (0.97, -3.29, -0.07)
C (1.17, -4.31, -0.95)
C (1.70, -6.72, -2.70)
C (3.06, -6.96, -2.59)
C (3.46, -8.14, -1.97)
N (2.57, -9.01, -1.51)
C (1.27, -8.80, -1.63)
C (0.78, -7.65, -2.23)
H (0.23, -2.62, -3.75)
H (-0.14, -0.90, -2.05)
H (1.16, -3.43, 0.99)
H (1.53, -5.26, -0.58)
H (3.80, -6.27, -2.98)
H (4.51, -8.39, -1.86)
H (0.61, -9.56, -1.24)
H (-0.29, -7.50, -2.35)
C (-2.74, -2.33, 3.48)
Si (-1.67, -0.84, 3.73)
C (-0.74, -0.80, 5.31)
C (-2.54, 0.76, 3.34)
O (-0.41, -0.97, 2.49)
H (-3.53, -2.34, 4.24)
H (-2.17, -3.26, 3.60)
H (-3.23, -2.34, 2.51)
H (-1.44, -0.73, 6.15)
H (-0.07, 0.06, 5.37)
H (-0.16, -1.71, 5.46)
H (-3.23, 1.00, 4.14)
H (-3.12, 0.72, 2.42)
H (-1.83, 1.60, 3.27)

The calculation puts the energy relative to the best compared isomer or geometry (same formula, charge and spin) at 0.0004 eV. The spin multiplicity is 3. As for the charge: +3. As for the expectation value of S²: 2.01. The value obtained for the orbital gap (spin up / spin down) is 0.1813 / 0.1872 Eh.

These are the Löwdin partial charges, in e, on atoms 1 to 6: atom 1 (Mo): 1.75, atom 2 (C): -0.03, atom 3 (C): -0.04, atom 4 (N): -0.02, atom 5 (C): -0.16, atom 6 (C): -0.01

---

# 4
This record from OMol25 describes C31H29N2O4PS2Zn as an isolated structure. The level of theory is ωB97M-V/def2-TZVPD.

Positions of all 70 atoms, in Å:
Zn (0.91, -0.48, -0.15)
O (1.96, -2.56, 1.12)
C (1.03, -1.54, 1.50)
C (0.38, -1.70, 2.69)
C (0.68, -2.76, 3.64)
C (0.20, -2.74, 4.92)
C (-0.65, -1.70, 5.38)
C (-1.04, -0.72, 4.47)
C (-0.59, -0.71, 3.15)
P (-1.16, 0.44, 1.87)
C (-2.45, 1.37, 2.80)
C (-2.35, 2.68, 3.27)
C (-3.43, 3.31, 3.90)
C (-4.63, 2.64, 4.06)
C (-4.76, 1.34, 3.57)
C (-3.69, 0.73, 2.95)
C (0.22, 1.69, 1.84)
C (0.91, 2.04, 3.00)
C (2.01, 2.88, 2.94)
C (2.46, 3.37, 1.72)
C (1.79, 3.02, 0.55)
C (0.68, 2.18, 0.62)
H (1.33, -3.56, 3.31)
H (0.47, -3.54, 5.60)
H (-1.01, -1.68, 6.40)
H (-1.72, 0.05, 4.80)
H (-1.42, 3.22, 3.16)
H (-3.32, 4.32, 4.27)
H (-5.46, 3.12, 4.57)
H (-5.70, 0.82, 3.67)
H (-3.78, -0.29, 2.57)
H (0.59, 1.63, 3.95)
H (2.54, 3.15, 3.85)
H (3.34, 4.00, 1.67)
H (2.13, 3.39, -0.41)
H (0.14, 1.95, -0.31)
O (5.25, -0.87, -7.29)
C (4.44, -1.76, -6.65)
O (4.59, -2.93, -6.91)
C (3.45, -1.21, -5.70)
C (3.25, 0.15, -5.48)
C (2.30, 0.61, -4.60)
C (1.50, -0.29, -3.89)
S (0.20, 0.23, -2.84)
C (1.71, -1.66, -4.09)
C (2.66, -2.11, -4.97)
H (5.06, 0.01, -6.96)
H (3.83, 0.90, -6.02)
H (2.14, 1.67, -4.44)
H (1.11, -2.37, -3.52)
H (2.82, -3.17, -5.13)
C (-4.43, 4.46, 0.52)
N (-3.97, 3.26, -0.14)
C (-4.95, 2.23, -0.45)
C (-2.66, 2.90, -0.09)
O (-2.25, 1.79, -0.31)
H (-5.30, 4.87, -0.01)
H (-3.64, 5.21, 0.51)
H (-4.71, 4.27, 1.56)
H (-5.84, 2.70, -0.86)
H (-5.21, 1.65, 0.44)
H (-4.51, 1.56, -1.18)
H (-1.99, 3.74, 0.16)
C (3.68, -3.45, -0.22)
C (2.65, -2.34, -0.06)
N (2.49, -1.39, -0.88)
H (4.51, -3.06, -0.80)
H (3.25, -4.29, -0.76)
H (4.02, -3.80, 0.76)
S (0.14, 2.26, -2.89)

The calculation puts the energy relative to the best compared isomer or geometry (same formula, charge and spin) at 1.7803 eV. The spin multiplicity is 1. As for the charge: -2. The value obtained for the orbital gap is 0.1353 Eh.

These are the natural (NBO) partial charges, in e, on atoms 1 to 6: atom 1 (Zn): 1.46, atom 2 (O): -0.59, atom 3 (C): -0.46, atom 4 (C): -0.13, atom 5 (C): -0.29, atom 6 (C): -0.21

---

# 5
This record from OMol25 describes C31H29N3NiO4S5Si as an isolated structure. The level of theory is ωB97M-V/def2-TZVPD.

Positions of all 74 atoms, in Å:
Ni (-0.18, 0.61, -0.20)
N (-1.99, -0.68, -0.03)
C (-2.61, -0.90, 0.91)
C (-3.26, -1.14, 2.15)
C (-4.00, -2.30, 2.39)
C (-4.58, -2.48, 3.63)
C (-4.41, -1.53, 4.62)
C (-3.67, -0.38, 4.38)
C (-3.09, -0.17, 3.15)
H (-4.11, -3.03, 1.60)
H (-5.15, -3.38, 3.83)
H (-4.86, -1.68, 5.60)
H (-3.53, 0.36, 5.16)
H (-2.48, 0.70, 2.93)
O (-1.42, 2.19, 0.77)
S (-0.89, 2.99, -0.38)
O (-1.17, 2.16, -1.58)
O (-1.35, 4.35, -0.43)
S (1.12, 2.75, -0.16)
C (2.98, -2.80, -0.83)
C (3.24, -1.80, -1.97)
C (4.12, -2.47, -3.02)
C (3.97, -0.59, -1.39)
Si (1.53, -1.20, -2.58)
O (0.70, -0.60, -1.39)
C (0.60, -2.73, -3.25)
C (0.94, -3.47, -4.39)
C (0.22, -4.59, -4.78)
C (-0.87, -5.00, -4.03)
C (-1.23, -4.29, -2.90)
C (-0.50, -3.17, -2.52)
C (1.75, 0.03, -4.01)
C (1.21, 1.30, -3.84)
C (1.32, 2.27, -4.83)
C (1.98, 1.98, -6.02)
C (2.53, 0.71, -6.20)
C (2.41, -0.24, -5.21)
H (3.93, -3.13, -0.40)
H (2.45, -3.69, -1.19)
H (2.37, -2.36, -0.04)
H (5.06, -2.80, -2.55)
H (4.38, -1.78, -3.83)
H (3.64, -3.35, -3.45)
H (4.90, -0.89, -0.90)
H (3.34, -0.07, -0.66)
H (4.22, 0.14, -2.17)
H (1.79, -3.16, -4.99)
H (0.52, -5.14, -5.67)
H (-1.44, -5.88, -4.33)
H (-2.09, -4.60, -2.31)
H (-0.79, -2.60, -1.64)
H (0.69, 1.55, -2.92)
H (0.89, 3.25, -4.67)
H (2.07, 2.73, -6.79)
H (3.05, 0.48, -7.13)
H (2.85, -1.22, -5.38)
S (5.78, 1.20, 3.01)
C (4.35, 0.37, 2.79)
S (2.87, 1.14, 2.27)
C (2.05, -0.41, 2.27)
N (2.82, -1.39, 2.64)
N (4.10, -0.95, 2.93)
C (5.02, -1.97, 3.27)
C (5.99, -1.77, 4.25)
C (6.86, -2.81, 4.56)
C (6.77, -4.03, 3.90)
C (5.80, -4.21, 2.93)
C (4.92, -3.19, 2.61)
S (0.40, -0.59, 1.89)
H (6.06, -0.82, 4.75)
H (7.61, -2.65, 5.32)
H (7.46, -4.83, 4.15)
H (5.72, -5.16, 2.41)
H (4.15, -3.32, 1.87)

The calculation puts the energy relative to the best compared isomer or geometry (same formula, charge and spin) at 0.0579 eV. The spin multiplicity is 3. As for the charge: -2. As for the expectation value of S²: 2.01. The value obtained for the orbital gap (spin up / spin down) is 0.2321 / 0.2301 Eh.

These are the Löwdin partial charges, in e, on atoms 1 to 6: atom 1 (Ni): 0.24, atom 2 (N): 0.20, atom 3 (C): -0.15, atom 4 (C): -0.21, atom 5 (C): -0.03, atom 6 (C): -0.09

---

# 6
This record from OMol25 describes an isolated molecule of C31H29N5O7 in a non-equilibrium geometry. The level of theory is ωB97M-V/def2-TZVPD.

Positions of all 72 atoms, in Å:
C (3.91, 1.59, 0.64)
H (4.28, 2.26, -0.15)
H (3.97, 2.09, 1.61)
H (4.49, 0.67, 0.65)
O (2.54, 1.28, 0.42)
C (2.05, 1.49, -0.80)
O (2.66, 1.96, -1.73)
C (0.62, 1.04, -0.87)
C (0.33, -0.28, -0.68)
C (-1.05, -0.70, -0.77)
C (-2.03, 0.28, -1.01)
C (-3.38, -0.16, -1.07)
N (-3.72, -1.43, -0.97)
C (-2.78, -2.34, -0.78)
C (-1.44, -2.04, -0.66)
H (-0.71, -2.81, -0.51)
H (-3.13, -3.36, -0.72)
O (-4.34, 0.75, -1.23)
C (-5.66, 0.25, -1.24)
C (-5.97, -0.62, -0.05)
N (-6.84, -1.61, -0.24)
C (-7.11, -2.37, 0.80)
C (-6.53, -2.17, 2.04)
C (-5.67, -1.09, 2.14)
N (-5.40, -0.31, 1.11)
H (-5.18, -0.83, 3.07)
H (-6.75, -2.81, 2.88)
H (-7.82, -3.17, 0.62)
H (-6.30, 1.14, -1.23)
H (-5.86, -0.34, -2.14)
C (-1.70, 1.68, -1.20)
O (-2.49, 2.58, -1.42)
N (-0.33, 1.98, -1.14)
C (0.06, 3.37, -1.29)
C (0.83, 3.86, -0.09)
C (0.47, 3.48, 1.19)
C (1.24, 3.91, 2.27)
N (2.30, 4.68, 2.11)
C (2.62, 5.08, 0.89)
C (1.93, 4.69, -0.24)
H (2.25, 5.02, -1.22)
H (3.50, 5.71, 0.83)
C (0.90, 3.49, 3.67)
H (-0.11, 3.79, 3.92)
H (0.96, 2.40, 3.76)
H (1.60, 3.94, 4.36)
H (-0.39, 2.84, 1.36)
H (0.66, 3.49, -2.20)
H (-0.87, 3.93, -1.40)
C (1.42, -1.23, -0.41)
C (2.49, -1.31, -1.30)
C (3.56, -2.14, -1.03)
C (3.58, -2.93, 0.14)
C (2.48, -2.88, 1.01)
C (1.42, -2.02, 0.73)
H (0.61, -1.97, 1.44)
O (2.31, -3.58, 2.16)
C (3.27, -4.52, 2.61)
H (3.49, -5.27, 1.86)
H (4.20, -4.03, 2.92)
H (2.81, -4.99, 3.48)
O (4.64, -3.78, 0.39)
C (5.90, -3.16, 0.60)
H (5.85, -2.45, 1.43)
H (6.25, -2.65, -0.30)
H (6.58, -3.97, 0.85)
O (4.65, -2.26, -1.84)
C (4.68, -1.51, -3.03)
H (5.63, -1.75, -3.50)
H (4.63, -0.43, -2.84)
H (3.87, -1.80, -3.71)
H (2.46, -0.73, -2.20)

The calculation puts the energy relative to the best compared isomer or geometry (same formula, charge and spin) at 0.0000 eV. The spin multiplicity is 1. As for the charge: 0. Its SMILES is COC(=O)c1c(-c2cc(OC)c(OC)c(OC)c2)c2ccnc(OCc3ncccn3)c2c(=O)n1Cc1ccnc(C)c1. The value obtained for the orbital gap is 0.3023 Eh.

These are the natural (NBO) partial charges, in e, on atoms 1 to 6: atom 1 (C): -0.27, atom 2 (H): 0.21, atom 3 (H): 0.21, atom 4 (H): 0.19, atom 5 (O): -0.50, atom 6 (C): 0.80

---

Across the entries above, energy takes the values -179603.583; -330578.417; -67132.068; -123164.575; -148380.737; -54400.051 eV, respectively.